Entry a
{"formula": "C38H46BaClF6Ge3N2O4S2", "method": "ωB97M-V/def2-TZVPD", "symbols": ["Ba", "C", "C", "C", "C", "C", "H", "H", "H", "H", "H", "C", "C", "C", "N", "C", "C", "H", "H", "H", "H", "H", "C", "Ge", "C", "C", "C", "H", "H", "H", "H", "H", "H", "H", "H", "H", "H", "H", "Cl", "C", "C", "C", "C", "C", "C", "C", "H", "H", "H", "H", "H", "H", "F", "C", "F", "F", "S", "O", "O", "N", "S", "O", "O", "C", "F", "F", "F", "C", "Ge", "C", "C", "Ge", "C", "C", "C", "C", "C", "C", "C", "C", "C", "C", "C", "C", "H", "H", "H", "H", "H", "H", "H", "H", "H", "H", "H", "H", "H", "H", "H", "H", "H", "H", "H"], "positions_angstrom": [[0.766, -0.328, 0.089], [-2.768, -1.596, 2.296], [-2.370, -1.397, 0.955], [-2.713, -0.085, 0.587], [-3.332, 0.536, 1.711], [-3.364, -0.399, 2.751], [-2.647, -2.510, 2.863], [-1.894, -2.138, 0.330], [-2.553, 0.370, -0.386], [-3.739, 1.536, 1.749], [-3.781, -0.231, 3.738], [4.843, -3.967, 1.353], [3.643, -4.612, 1.102], [2.815, -4.110, 0.109], [3.112, -3.037, -0.626], [4.271, -2.432, -0.376], [5.169, -2.855, 0.598], [5.508, -4.313, 2.135], [3.331, -5.481, 1.667], [1.866, -4.586, -0.112], [4.491, -1.558, -0.984], [6.087, -2.307, 0.763], [3.056, 2.165, -5.074], [2.047, 2.482, -3.431], [0.176, 2.147, -3.938], [2.062, 4.441, -3.187], [2.663, 1.543, -1.897], [2.726, 2.841, -5.871], [2.919, 1.139, -5.422], [4.121, 2.328, -4.890], [-0.224, 2.937, -4.583], [-0.467, 2.083, -3.056], [0.084, 1.189, -4.457], [1.754, 4.945, -4.110], [3.061, 4.781, -2.903], [1.368, 4.750, -2.400], [2.713, 2.236, -1.051], [3.644, 1.069, -2.052], [-2.453, 5.560, 5.322], [-1.850, 5.018, 3.770], [-2.678, 4.273, 2.945], [-2.198, 3.858, 1.714], [-0.889, 4.166, 1.316], [-0.389, 3.740, 0.054], [-0.070, 4.911, 2.185], [-0.548, 5.340, 3.407], [-3.676, 4.005, 3.262], [-2.819, 3.258, 1.065], [0.636, 3.940, -0.227], [-1.002, 3.186, -0.644], [0.950, 5.129, 1.894], [0.074, 5.910, 4.084], [1.671, -2.293, 4.753], [0.656, -2.478, 3.903], [0.504, -3.782, 3.679], [-0.436, -1.951, 4.402], [1.120, -1.704, 2.257], [2.560, -1.689, 2.154], [0.440, -2.495, 1.243], [0.526, -0.142, 2.412], [1.542, 1.163, 2.326], [1.781, 1.512, 0.891], [1.084, 2.166, 3.235], [3.324, 0.930, 2.938], [3.738, 2.174, 3.210], [4.113, 0.443, 2.000], [3.360, 0.233, 4.068], [-3.965, -1.814, -2.471], [-2.467, -1.395, -3.667], [-2.789, -2.678, -5.117], [-3.012, 0.335, -4.416], [-0.283, -1.333, -2.530], [1.018, -1.466, -4.051], [2.378, -1.259, -3.817], [3.346, -1.488, -4.792], [2.973, -1.930, -6.054], [1.626, -2.135, -6.322], [0.674, -1.907, -5.332], [-0.287, -3.392, -2.232], [-1.368, -4.026, -1.603], [-1.402, -5.399, -1.378], [-0.337, -6.197, -1.777], [0.752, -5.597, -2.395], [0.772, -4.222, -2.613], [-4.866, -1.393, -2.933], [-3.881, -1.416, -1.459], [-4.087, -2.897, -2.387], [-3.867, -2.871, -5.142], [-2.278, -3.630, -4.951], [-2.480, -2.300, -6.095], [-4.048, 0.258, -4.766], [-2.373, 0.651, -5.245], [-2.960, 1.131, -3.670], [2.725, -0.880, -2.862], [4.390, -1.304, -4.561], [3.715, -2.108, -6.825], [1.307, -2.481, -7.300], [-0.363, -2.094, -5.580], [-2.224, -3.449, -1.273], [-2.269, -5.839, -0.896], [-0.359, -7.270, -1.614], [1.599, -6.198, -2.711], [1.643, -3.798, -3.100]], "spin_multiplicity": 2, "total_charge": -2, "lumo_ha": [0.1361, 0.1323], "e_homo_ev": [-1.2, -1.2], "homo_lumo_gap_ev": [4.916, 4.809]}

***

Entry b
{"formula": "C38H46BaClF6Ge3N2O4S2", "method": "ωB97M-V/def2-TZVPD", "symbols": ["Ba", "C", "C", "C", "C", "C", "H", "H", "H", "H", "H", "C", "C", "C", "N", "C", "C", "H", "H", "H", "H", "H", "C", "Ge", "C", "C", "C", "H", "H", "H", "H", "H", "H", "H", "H", "H", "H", "H", "Cl", "C", "C", "C", "C", "C", "C", "C", "H", "H", "H", "H", "H", "H", "F", "C", "F", "F", "S", "O", "O", "N", "S", "O", "O", "C", "F", "F", "F", "C", "Ge", "C", "C", "Ge", "C", "C", "C", "C", "C", "C", "C", "C", "C", "C", "C", "C", "H", "H", "H", "H", "H", "H", "H", "H", "H", "H", "H", "H", "H", "H", "H", "H", "H", "H", "H"], "positions_angstrom": [[-0.533, 0.657, 0.521], [0.584, 3.428, -0.276], [-0.569, 4.159, -0.634], [-1.128, 4.692, 0.544], [-0.341, 4.276, 1.631], [0.728, 3.503, 1.130], [1.286, 2.959, -0.957], [-0.947, 4.293, -1.640], [-2.028, 5.290, 0.606], [-0.525, 4.505, 2.672], [1.536, 3.066, 1.706], [-0.715, -4.377, 2.905], [-1.204, -3.346, 3.693], [-0.990, -2.039, 3.283], [-0.336, -1.735, 2.160], [0.135, -2.732, 1.411], [-0.028, -4.067, 1.742], [-0.868, -5.409, 3.194], [-1.752, -3.538, 4.605], [-1.362, -1.210, 3.869], [0.659, -2.441, 0.506], [0.376, -4.834, 1.096], [-0.614, 0.767, -3.964], [-0.551, -1.127, -3.379], [1.272, -1.822, -3.640], [-1.620, -2.056, -4.786], [-1.121, -1.318, -1.573], [0.083, 0.942, -4.787], [-0.353, 1.445, -3.148], [-1.617, 1.028, -4.312], [1.777, -1.328, -4.473], [1.235, -2.895, -3.847], [1.873, -1.663, -2.745], [-1.190, -1.912, -5.783], [-2.646, -1.678, -4.795], [-1.655, -3.128, -4.576], [-0.987, -2.361, -1.252], [-2.202, -1.111, -1.495], [-8.627, -0.786, 0.852], [-7.280, -0.163, -0.061], [-6.284, -1.035, -0.492], [-5.221, -0.543, -1.214], [-5.115, 0.837, -1.524], [-4.017, 1.337, -2.232], [-6.147, 1.687, -1.058], [-7.215, 1.196, -0.338], [-6.345, -2.085, -0.240], [-4.424, -1.207, -1.526], [-3.907, 2.398, -2.412], [-3.224, 0.678, -2.562], [-6.076, 2.750, -1.256], [-7.989, 1.857, 0.028], [-3.638, 3.249, 3.054], [-4.001, 2.478, 2.039], [-5.327, 2.305, 2.086], [-3.693, 3.062, 0.892], [-3.151, 0.826, 2.128], [-1.857, 1.086, 2.700], [-3.106, 0.372, 0.771], [-4.079, -0.113, 2.940], [-4.310, -0.093, 4.501], [-5.028, 1.057, 4.971], [-3.187, -0.567, 5.262], [-5.530, -1.490, 4.576], [-6.320, -1.547, 3.510], [-4.895, -2.660, 4.698], [-6.297, -1.324, 5.661], [3.341, -3.467, -0.681], [3.977, -1.976, 0.464], [5.952, -2.216, 0.491], [3.438, -2.501, 2.313], [2.960, 0.204, -0.105], [4.276, 1.392, 0.857], [4.573, 2.661, 0.350], [5.414, 3.538, 1.021], [5.989, 3.171, 2.232], [5.703, 1.920, 2.762], [4.858, 1.050, 2.082], [3.676, 0.490, -1.970], [2.934, 1.260, -2.868], [3.377, 1.516, -4.161], [4.585, 0.992, -4.596], [5.345, 0.222, -3.724], [4.895, -0.015, -2.431], [3.455, -4.422, -0.159], [3.918, -3.506, -1.607], [2.292, -3.340, -0.956], [6.209, -3.078, 1.113], [6.440, -1.330, 0.903], [6.341, -2.391, -0.514], [3.134, -3.551, 2.340], [2.607, -1.896, 2.679], [4.279, -2.376, 3.000], [4.130, 2.975, -0.590], [5.614, 4.517, 0.601], [6.644, 3.855, 2.760], [6.137, 1.619, 3.710], [4.647, 0.080, 2.524], [1.973, 1.657, -2.558], [2.768, 2.116, -4.829], [4.932, 1.180, -5.606], [6.293, -0.192, -4.051], [5.513, -0.606, -1.762]], "spin_multiplicity": 2, "total_charge": -2, "lumo_ha": [0.1397, 0.1209], "e_homo_ev": [-2.0, -2.0], "homo_lumo_gap_ev": [5.805, 5.293]}

***

Entry c
{"formula": "C38H46BaClF6Ge3N2O4S2", "method": "ωB97M-V/def2-TZVPD", "symbols": ["Ba", "C", "C", "C", "C", "C", "H", "H", "H", "H", "H", "C", "C", "C", "N", "C", "C", "H", "H", "H", "H", "H", "C", "Ge", "C", "C", "C", "H", "H", "H", "H", "H", "H", "H", "H", "H", "H", "H", "Cl", "C", "C", "C", "C", "C", "C", "C", "H", "H", "H", "H", "H", "H", "F", "C", "F", "F", "S", "O", "O", "N", "S", "O", "O", "C", "F", "F", "F", "C", "Ge", "C", "C", "Ge", "C", "C", "C", "C", "C", "C", "C", "C", "C", "C", "C", "C", "H", "H", "H", "H", "H", "H", "H", "H", "H", "H", "H", "H", "H", "H", "H", "H", "H", "H", "H"], "positions_angstrom": [[0.006, 0.267, -0.209], [-1.232, 1.636, -3.216], [-1.894, 0.405, -3.120], [-2.664, 0.408, -1.939], [-2.480, 1.670, -1.308], [-1.602, 2.423, -2.093], [-0.553, 1.934, -4.004], [-1.790, -0.421, -3.810], [-3.287, -0.402, -1.581], [-2.999, 2.025, -0.425], [-1.286, 3.434, -1.873], [3.626, -0.558, 4.827], [2.299, -0.180, 4.787], [1.717, 0.079, 3.550], [2.378, -0.019, 2.402], [3.660, -0.382, 2.453], [4.328, -0.660, 3.633], [4.111, -0.771, 5.772], [1.697, -0.093, 5.681], [0.677, 0.375, 3.482], [4.182, -0.447, 1.505], [5.370, -0.952, 3.608], [3.663, 2.803, 0.733], [1.954, 3.805, 0.796], [1.703, 4.603, -0.984], [2.426, 5.357, 1.941], [0.481, 2.737, 1.290], [4.464, 3.416, 0.309], [3.570, 1.898, 0.127], [3.952, 2.496, 1.741], [2.571, 5.204, -1.269], [0.819, 5.245, -0.976], [1.544, 3.840, -1.749], [3.230, 5.965, 1.517], [2.744, 5.006, 2.927], [1.543, 5.988, 2.073], [-0.429, 3.339, 1.152], [0.566, 2.477, 2.355], [6.441, -6.999, -0.528], [5.248, -5.763, -0.209], [4.184, -6.055, 0.635], [3.253, -5.073, 0.903], [3.370, -3.785, 0.339], [2.437, -2.774, 0.652], [4.446, -3.539, -0.537], [5.379, -4.519, -0.808], [4.091, -7.043, 1.065], [2.411, -5.291, 1.549], [2.529, -1.786, 0.224], [1.606, -2.967, 1.317], [4.520, -2.574, -1.020], [6.196, -4.331, -1.490], [3.296, -0.220, -1.537], [2.772, 0.060, -2.743], [2.223, 1.270, -2.684], [3.754, 0.072, -3.632], [1.452, -1.153, -3.158], [0.554, -0.943, -1.975], [0.965, -0.803, -4.452], [2.282, -2.453, -2.995], [1.956, -3.914, -3.520], [1.467, -3.960, -4.864], [3.032, -4.763, -3.106], [0.515, -4.436, -2.502], [0.284, -5.738, -2.712], [-0.568, -3.746, -2.845], [0.748, -4.255, -1.203], [-3.858, 2.150, 2.790], [-4.253, 0.256, 2.404], [-5.463, -0.290, 3.857], [-5.389, 0.315, 0.805], [-2.176, -0.915, 2.067], [-2.803, -2.804, 1.692], [-1.852, -3.769, 1.342], [-2.192, -5.078, 1.022], [-3.525, -5.464, 1.021], [-4.496, -4.527, 1.343], [-4.135, -3.226, 1.675], [-1.629, -1.206, 3.997], [-1.993, -0.350, 5.041], [-1.528, -0.527, 6.341], [-0.680, -1.582, 6.647], [-0.294, -2.445, 5.628], [-0.754, -2.247, 4.334], [-4.631, 2.787, 2.352], [-2.894, 2.447, 2.372], [-3.826, 2.333, 3.867], [-6.261, 0.454, 3.934], [-4.943, -0.351, 4.814], [-5.910, -1.266, 3.662], [-6.098, 1.140, 0.909], [-5.948, -0.615, 0.681], [-4.803, 0.476, -0.098], [-0.803, -3.489, 1.288], [-1.416, -5.787, 0.757], [-3.804, -6.477, 0.756], [-5.544, -4.806, 1.335], [-4.924, -2.526, 1.926], [-2.650, 0.491, 4.846], [-1.841, 0.163, 7.119], [-0.322, -1.727, 7.660], [0.378, -3.270, 5.837], [-0.424, -2.936, 3.563]], "spin_multiplicity": 2, "total_charge": -2, "lumo_ha": [0.1338, 0.1165], "e_homo_ev": [-1.9, -1.9], "homo_lumo_gap_ev": [5.530, 5.059]}

***

Most stable = entry b

***

Entry a
{"formula": "CH6NS", "method": "ωB97M-V/def2-TZVPD", "symbols": ["S", "H", "C", "N", "H", "H", "H", "H", "H"], "positions_angstrom": [[0.851, -2.594, 2.497], [1.542, -1.542, 1.895], [-0.566, 1.141, -0.392], [-0.118, 0.017, -1.351], [-1.314, 0.747, 0.340], [-0.864, 2.076, -0.855], [0.332, 1.437, 0.212], [0.752, -0.518, -1.184], [-0.615, -0.763, -1.161]], "spin_multiplicity": 1, "total_charge": -1, "lumo_ha": 0.1448, "e_homo_ev": -2.5, "homo_lumo_gap_ev": 6.435}

***

Entry b
{"formula": "CH6NS", "method": "ωB97M-V/def2-TZVPD", "symbols": ["S", "H", "C", "N", "H", "H", "H", "H", "H"], "positions_angstrom": [[2.356, 0.190, -2.310], [1.564, 0.263, -3.344], [-0.959, -0.487, 0.723], [0.154, 0.534, 1.263], [-1.998, -0.251, 1.005], [-0.759, -1.470, 1.416], [-0.998, -0.806, -0.318], [0.830, 0.488, 0.455], [-0.189, 1.538, 1.110]], "spin_multiplicity": 1, "total_charge": -1, "lumo_ha": 0.1495, "e_homo_ev": -2.6, "homo_lumo_gap_ev": 6.633}

***

Entry c
{"formula": "CH6NS", "method": "ωB97M-V/def2-TZVPD", "symbols": ["S", "H", "C", "N", "H", "H", "H", "H", "H"], "positions_angstrom": [[-2.329, 0.990, 0.690], [-2.349, -0.006, -0.227], [1.045, 0.228, 0.097], [0.397, -0.938, -0.485], [1.807, -0.085, 0.822], [1.628, 0.806, -0.631], [0.351, 0.914, 0.602], [-0.324, -0.667, -1.140], [-0.226, -1.240, 0.273]], "spin_multiplicity": 1, "total_charge": -1, "lumo_ha": 0.1691, "e_homo_ev": -2.7, "homo_lumo_gap_ev": 7.267}

***

Most stable = entry c

***

Entry a
{"formula": "CH6NS", "method": "ωB97M-V/def2-TZVPD", "symbols": ["S", "H", "C", "N", "H", "H", "H", "H", "H"], "positions_angstrom": [[-2.579, -0.951, 0.039], [-3.506, -1.433, -0.806], [0.940, -0.078, 0.523], [0.782, 1.158, -0.229], [0.021, -0.225, 1.081], [1.804, -0.005, 1.173], [1.060, -0.958, -0.119], [1.535, 1.381, -0.868], [-0.056, 1.112, -0.795]], "spin_multiplicity": 1, "total_charge": -1, "lumo_ha": 0.1584, "e_homo_ev": -2.5, "homo_lumo_gap_ev": 6.815}

***

Entry b
{"formula": "CH6NS", "method": "ωB97M-V/def2-TZVPD", "symbols": ["N", "H", "H", "H", "C", "S", "H", "H", "H"], "positions_angstrom": [[1.338, -1.702, 0.518], [1.846, -0.910, 0.913], [0.658, -1.254, -0.160], [1.021, -2.358, 1.316], [-0.906, 1.344, -0.440], [-1.395, -0.437, -0.908], [-1.866, 1.805, -0.343], [-0.444, 1.785, -1.306], [-0.253, 1.728, 0.410]], "spin_multiplicity": 1, "total_charge": -1, "lumo_ha": 0.1667, "e_homo_ev": -2.4, "homo_lumo_gap_ev": 6.894}

***

Most stable = entry a

***

Entry a
{"formula": "C3H3ClFN", "method": "ωB97M-V/def2-TZVPD", "symbols": ["C", "C", "C", "H", "H", "H", "N", "F", "Cl"], "positions_angstrom": [[0.899, 0.325, 0.284], [-0.719, 0.162, 0.374], [-0.876, -0.943, -0.556], [1.408, -0.736, 0.543], [0.994, 0.951, 1.138], [-1.195, 1.019, -0.254], [-0.583, -1.469, -1.802], [-1.252, -0.142, 1.472], [1.325, 0.836, -1.200]], "spin_multiplicity": 1, "lumo_ha": -0.0053, "e_homo_ev": -10.6, "smiles": "N#C[C@@H](F)CCl", "homo_lumo_gap_ev": 10.453}

***

Entry b
{"formula": "C3H3ClFN", "method": "ωB97M-V/def2-TZVPD", "symbols": ["C", "C", "C", "H", "H", "H", "N", "F", "Cl"], "positions_angstrom": [[0.252, 1.722, -0.696], [-0.040, 0.343, -0.064], [-1.359, -0.300, -0.333], [1.148, 1.996, -0.047], [-0.593, 2.425, -0.481], [0.479, 1.575, -1.777], [-2.300, -0.895, -0.101], [0.015, 0.679, 1.310], [1.283, -0.967, -0.131]], "spin_multiplicity": 1, "lumo_ha": 0.0138, "e_homo_ev": -11.9, "smiles": "C[C@](F)(Cl)C#N", "homo_lumo_gap_ev": 12.280}

***

Most stable = entry b